1.
{"formula": "C8H30N3O4", "method": "ωB97M-V with the def2-TZVPD basis set", "elements": ["N", "H", "H", "H", "H", "C", "C", "C", "O", "C", "N", "H", "H", "H", "H", "H", "H", "H", "H", "H", "H", "H", "C", "C", "C", "O", "C", "N", "H", "H", "H", "H", "H", "H", "H", "H", "H", "H", "H", "O", "H", "H", "O", "H", "H"], "xyz": [[1.06055, -0.01833, -0.35381], [1.66405, -0.83638, -0.53522], [0.81904, 0.00713, 0.67310], [0.12607, -0.11474, -0.81491], [1.50808, 0.87833, -0.60716], [-1.51166, 1.87411, 2.17941], [-0.04716, 1.68711, 2.58152], [0.17507, 2.19568, 3.99889], [-0.04410, 3.57090, 4.11590], [1.05622, 4.38018, 3.72890], [0.32474, 0.27189, 2.42502], [-1.90319, 2.77165, 2.65678], [-2.10336, 1.00313, 2.45660], [-1.62117, 2.05095, 1.10654], [0.60085, 2.25311, 1.90478], [1.16604, 1.90256, 4.38730], [-0.51572, 1.70898, 4.69941], [1.14610, 4.41049, 2.63744], [1.98476, 4.02413, 4.18278], [0.84961, 5.38629, 4.08331], [1.29091, 0.12222, 2.70792], [-0.23900, -0.33237, 3.01314], [-0.74054, -0.32500, -3.46215], [-1.49360, -1.36235, -2.67007], [-0.97366, -2.77137, -2.85917], [-1.84315, -3.65271, -2.22104], [-1.49417, -5.00994, -2.43233], [-1.50736, -1.02629, -1.20144], [-1.17176, 0.66933, -3.34511], [-0.74217, -0.55597, -4.52696], [0.30082, -0.27377, -3.12773], [-2.54128, -1.40645, -2.99505], [0.05903, -2.85296, -2.47220], [-0.91813, -2.95920, -3.94156], [-2.32789, -5.62925, -2.11192], [-0.57979, -5.25276, -1.88452], [-1.35078, -5.22890, -3.49713], [-2.30178, -0.40347, -1.06596], [-1.83383, -1.87890, -0.74464], [1.90348, 2.47394, -1.38099], [1.72700, 3.42011, -1.37301], [2.84683, 2.40177, -1.56430], [2.81491, -2.22645, -0.75284], [2.69513, -3.04348, -1.24698], [3.68595, -2.30297, -0.35059]], "forces_ev_per_a": [[-0.120, 0.417, 0.579], [-0.173, 0.209, -0.147], [-0.068, -0.059, -0.171], [0.203, -0.467, 0.009], [-0.254, -0.341, -0.083], [0.299, 0.428, -0.323], [-0.301, -0.197, -0.011], [0.138, -0.382, 0.640], [0.139, 0.277, 0.170], [-0.333, -0.098, -0.086], [0.498, -0.088, -0.186], [-0.090, -0.117, 0.138], [-0.086, 0.036, 0.109], [0.028, -0.266, -0.011], [-0.026, 0.062, 0.024], [0.101, 0.219, -0.316], [-0.203, 0.022, -0.264], [0.187, 0.008, 0.034], [0.040, -0.016, -0.050], [0.001, 0.014, 0.010], [-0.083, 0.079, 0.251], [-0.114, 0.052, -0.038], [0.341, 0.093, 0.008], [-0.847, -0.121, 0.658], [0.516, 0.554, -0.421], [-0.151, -0.271, 0.033], [-0.116, -0.031, -0.213], [-0.382, -0.174, -0.700], [-0.066, -0.020, 0.066], [-0.009, -0.041, 0.001], [-0.004, 0.001, -0.113], [0.136, 0.086, -0.216], [-0.082, -0.069, 0.098], [-0.049, -0.157, 0.079], [0.073, 0.062, 0.294], [-0.026, -0.155, 0.014], [0.122, 0.173, 0.028], [0.216, 0.210, 0.073], [0.280, 0.016, 0.124], [0.271, 0.005, 0.005], [-0.112, 0.022, 0.027], [0.030, 0.102, -0.110], [0.090, -0.065, 0.000], [-0.054, -0.019, -0.036], [0.037, 0.009, 0.024]], "gap_ev": 9.574, "charge": 1, "energy_ha": -787.80899}


2.
{"formula": "C8H31F6Hf2NO24S4", "method": "ωB97M-V with the def2-TZVPD basis set", "elements": ["Hf", "Hf", "S", "O", "O", "O", "O", "S", "O", "O", "O", "O", "C", "F", "F", "F", "S", "O", "O", "O", "C", "F", "F", "F", "S", "O", "O", "O", "C", "O", "C", "C", "N", "C", "C", "O", "C", "H", "H", "H", "H", "H", "H", "H", "H", "H", "H", "H", "H", "H", "H", "H", "O", "H", "H", "O", "H", "H", "O", "H", "H", "O", "H", "H", "O", "H", "H", "O", "H", "H", "O", "H", "H", "O", "H", "H"], "xyz": [[-0.23129, 4.93698, -16.42646], [0.84965, 1.76469, -21.14958], [-1.78716, 3.48307, -19.34607], [-2.72070, 4.37025, -20.02025], [-0.79143, 3.01100, -20.25060], [-1.23355, 4.21419, -18.22968], [-2.51904, 2.32500, -18.90546], [2.37564, 4.43945, -19.01292], [1.33174, 4.76596, -18.07350], [1.82604, 3.38442, -19.89858], [2.70839, 5.52778, -19.88132], [3.47006, 3.87765, -18.29864], [-0.30939, -0.13999, -16.64861], [-0.05098, -1.27816, -17.26619], [-1.59981, 0.22555, -16.68618], [-0.03443, -0.22495, -15.32741], [0.71182, 1.33288, -17.37976], [2.12125, 1.14649, -16.94587], [0.59713, 1.19942, -18.86867], [0.11794, 2.58661, -16.87871], [-3.17865, 8.53520, -18.06556], [-3.62903, 8.64585, -19.33793], [-3.30734, 9.71980, -17.39642], [-3.82676, 7.60246, -17.36171], [-1.25945, 8.04494, -18.23200], [-1.12014, 6.84464, -17.41557], [-0.89260, 7.81194, -19.63806], [-0.51243, 9.13430, -17.64995], [-4.98290, 5.55009, -13.32355], [-4.25288, 4.82273, -14.26864], [-4.90690, 3.53678, -14.56045], [-4.36665, 2.45580, -15.55902], [-3.15746, 1.72074, -15.07083], [-3.28289, 1.00095, -13.84333], [-4.06660, -0.37530, -14.10305], [-4.07248, -1.04737, -12.87550], [-4.82985, -2.20714, -13.00630], [-4.67390, 5.30792, -12.30670], [-6.05856, 5.60378, -13.49136], [-4.76262, 6.61128, -13.43952], [-5.85233, 3.91323, -14.95102], [-5.19937, 3.06697, -13.62139], [-4.21297, 2.65601, -16.61939], [-5.16921, 1.75081, -15.77575], [-2.68173, 1.19746, -15.79191], [-3.74638, 1.45864, -12.96938], [-2.31038, 0.70642, -13.44891], [-3.68744, -0.86583, -14.99955], [-5.11024, -0.18178, -14.35097], [-4.47625, -2.89938, -13.77042], [-5.87857, -2.07364, -13.27175], [-4.83852, -2.68935, -12.02880], [-2.53336, -0.25814, -19.16795], [-2.59883, 0.69012, -19.05502], [-3.40770, -0.58584, -18.95730], [-4.31302, 5.01591, -22.66735], [-4.36433, 5.93229, -22.39557], [-3.60857, 4.64672, -22.13474], [0.92254, 3.79742, -22.49693], [1.24706, 4.63676, -22.17069], [0.42991, 4.02112, -23.28655], [-2.69025, 6.71924, -21.17667], [-2.60217, 5.84780, -20.79056], [-1.93581, 7.20608, -20.84495], [-4.92872, 1.73235, -18.79255], [-3.97379, 1.73776, -18.72682], [-5.18721, 2.63497, -18.60630], [-1.01456, 1.93657, -22.71180], [-1.89628, 1.63672, -22.49070], [-1.03706, 2.07015, -23.65937], [-4.57029, 4.44188, -18.26039], [-3.81661, 4.29167, -18.83103], [-5.10902, 5.07430, -18.73583], [-2.64178, 5.09260, -16.08108], [-3.04665, 5.37262, -15.26017], [-3.34393, 5.15531, -16.72860]], "forces_ev_per_a": [[-2.624, 0.257, -10.039], [-2.497, 8.832, 6.433], [-5.876, 0.196, -0.253], [1.384, -0.620, -0.243], [5.374, -2.481, -4.483], [2.138, 2.112, 3.895], [1.410, -0.171, 1.458], [7.223, 2.497, -1.331], [-5.939, 1.897, 5.919], [-3.125, -6.698, -5.133], [-1.072, 0.073, 0.120], [-0.141, -0.614, 0.413], [0.285, 0.066, 1.174], [-0.408, 1.500, 0.474], [0.228, -0.648, -0.854], [0.404, 0.078, -1.454], [5.875, -1.239, 1.247], [-4.209, 0.261, -1.014], [-0.568, -0.552, -2.091], [-0.982, 0.725, 1.191], [0.628, 1.469, -0.747], [0.276, -0.183, 2.248], [0.439, -2.069, -1.321], [0.009, 0.017, -0.502], [1.752, 5.912, -3.910], [1.679, -6.159, 4.250], [-0.994, -0.368, 2.464], [-1.145, -1.010, 0.215], [-0.307, 1.842, 0.920], [0.852, -1.955, -0.928], [-1.207, 0.740, -0.408], [1.475, 1.125, 0.439], [-3.307, -0.253, 0.840], [0.669, -0.701, 0.737], [-0.747, 0.587, 0.560], [1.107, 1.154, -1.343], [-1.067, -1.918, 0.529], [-0.463, -0.383, 0.024], [-0.159, -0.939, 0.088], [0.611, 0.021, -0.192], [-0.264, -0.694, -0.463], [0.424, -0.126, 0.162], [0.472, 1.157, 0.158], [-0.385, -0.659, 0.885], [0.444, 0.242, -0.124], [-0.441, 0.643, -0.654], [0.315, -0.296, -0.413], [0.683, -0.623, 0.270], [-0.254, 0.707, -0.161], [0.604, -0.023, 0.067], [-0.200, 0.767, 0.039], [0.206, -0.076, -0.157], [0.497, -0.558, -0.214], [0.161, 0.106, -0.117], [-0.359, -0.343, -0.191], [-0.294, -0.734, -0.304], [0.204, 0.416, 0.027], [0.008, 0.153, 0.112], [0.178, -2.188, 0.513], [0.715, 0.670, 0.856], [-0.407, -0.005, -0.571], [-0.489, -0.088, -0.730], [0.059, 0.220, 0.032], [0.129, 0.365, 0.051], [-0.852, -1.175, 0.424], [-0.560, 0.347, -0.176], [-0.160, 0.409, -0.143], [1.722, -0.672, 1.019], [-0.867, -0.252, 0.502], [0.166, 0.009, -0.861], [-0.480, 0.201, 1.740], [-0.019, 0.233, -0.806], [-0.319, 0.363, -0.192], [4.080, -0.747, 0.174], [-1.005, -0.047, 1.456], [-0.692, -0.102, -1.607]], "gap_ev": 3.792, "multiplicity": 2, "charge": 3, "energy_ha": -4470.65690, "s2": 0.755}


3.
{"formula": "C8H32B2O32", "method": "ωB97M-V with the def2-TZVPD basis set", "elements": ["O", "C", "O", "B", "O", "C", "O", "O", "C", "O", "C", "O", "O", "O", "C", "O", "B", "O", "C", "O", "O", "C", "O", "C", "O", "O", "O", "H", "H", "O", "H", "H", "O", "H", "H", "O", "H", "H", "O", "H", "H", "O", "H", "H", "O", "H", "H", "O", "H", "H", "O", "H", "H", "O", "H", "H", "O", "H", "H", "O", "H", "H", "O", "H", "H", "O", "H", "H", "O", "H", "H", "O", "H", "H"], "xyz": [[0.45571, -2.81039, 1.09625], [0.28399, -1.74465, 0.46066], [-0.13652, -0.69318, 0.95852], [-0.41089, 0.22768, -0.14246], [-0.18987, -0.56142, -1.40297], [0.10864, -1.74771, -1.00189], [0.37167, -2.69058, -1.73945], [0.50520, 1.39057, -0.27500], [-0.19004, 2.42651, -0.07134], [0.04359, 3.44119, 0.46622], [-1.60933, 2.06627, -0.16846], [-1.80245, 0.82236, -0.13012], [-2.63147, 2.70543, -0.26330], [2.18296, 2.46710, 2.55435], [2.74577, 1.69885, 1.82550], [2.84179, 0.42504, 2.12142], [3.79533, -0.06143, 1.05649], [4.11306, 1.11251, 0.23481], [3.46757, 2.06634, 0.73466], [3.40948, 3.25286, 0.21744], [3.07729, -0.99858, 0.25881], [3.65534, -2.11350, 0.48610], [3.53420, -3.10798, -0.19732], [4.70591, -1.95947, 1.37052], [4.91213, -0.77941, 1.56799], [5.38157, -2.76229, 1.86517], [-1.37076, 4.57144, 2.58672], [-2.18182, 4.81029, 2.07921], [-0.75679, 4.12883, 2.00108], [1.24096, -5.32833, 1.30467], [0.72975, -4.39073, 1.52757], [1.55293, -5.43027, 0.46281], [-0.29680, -2.58397, -3.92125], [0.17967, -3.38243, -3.36957], [0.37582, -1.85433, -3.80488], [-1.92194, -1.40201, 3.12124], [-2.58870, -1.07588, 3.68226], [-2.12196, -1.16951, 2.11024], [-3.99282, 0.02075, -1.41444], [-4.18231, 1.06745, -1.52605], [-3.11614, -0.03945, -1.87250], [1.13422, -5.12852, -3.03619], [0.26139, -5.42949, -3.50909], [1.74628, -5.85897, -3.20005], [-0.28673, 1.53476, -2.45089], [-0.06302, 2.32674, -2.92342], [0.41129, 0.87501, -2.07449], [0.98620, -2.17381, 4.30743], [0.53280, -2.14674, 3.47467], [0.96733, -3.08044, 4.51723], [2.14283, 5.60221, 1.76486], [2.42362, 4.66005, 1.73920], [1.28189, 5.50761, 1.56812], [-3.26041, 5.42403, 0.57829], [-3.38682, 4.51194, 0.72451], [-4.19051, 5.64393, 0.53978], [-2.15594, -0.27470, -3.49260], [-1.75046, -1.05430, -3.53072], [-1.35499, 0.08254, -3.34449], [-2.42085, -4.25342, -0.87244], [-2.79441, -4.04353, -1.62445], [-1.56498, -3.86748, -1.07324], [-0.05335, 1.11581, 3.87924], [0.96552, 1.39119, 3.81070], [-0.20788, 0.36132, 3.39268], [2.87966, -2.72337, -2.27062], [3.34382, -2.51923, -1.47276], [2.08604, -3.15722, -1.82479], [-5.10774, 2.50384, -0.63205], [-4.31619, 2.92851, -0.78663], [-4.74995, 2.27731, 0.27386], [-2.86663, 2.78815, -2.46648], [-2.10253, 2.41403, -2.10646], [-2.69924, 3.74823, -2.72843]], "forces_ev_per_a": [[0.163, 3.217, -1.292], [-0.258, -7.656, 2.028], [-0.738, 4.396, 1.129], [-1.070, 1.099, -1.118], [-0.771, 0.224, 1.035], [2.477, -2.861, -2.908], [-0.953, 1.293, 3.587], [2.531, -2.780, 1.761], [-2.367, 0.923, 1.369], [2.212, 2.836, 0.248], [-4.173, 1.133, -0.193], [3.474, -4.944, 0.901], [1.540, 2.514, 2.383], [-0.662, 0.941, 0.352], [-3.320, -0.695, 6.507], [1.359, -0.513, -1.303], [-1.086, 1.309, 0.633], [1.835, -2.270, -0.634], [1.178, 8.915, -6.993], [0.430, -4.578, 2.220], [-1.799, 0.583, -0.928], [-2.133, -3.804, -4.087], [0.188, -0.814, 3.485], [1.810, -3.142, 2.027], [1.056, 8.292, 1.250], [2.412, -4.744, 1.527], [-1.213, 0.542, 0.429], [1.421, -0.149, 0.388], [-0.115, -0.080, -0.352], [-3.029, 2.395, 5.353], [2.391, -3.606, -1.980], [0.885, 0.597, -3.425], [1.996, -1.715, 0.135], [-1.592, 3.318, -2.266], [-0.913, -1.455, -0.167], [1.207, -0.264, -4.323], [-1.442, 0.870, 0.619], [0.217, -0.571, 3.712], [0.122, 3.287, -0.938], [0.273, -3.650, 0.546], [-1.204, -0.220, 0.226], [-2.623, -1.174, -1.434], [2.500, 0.683, 1.369], [-0.036, 0.283, 0.031], [-0.053, -1.393, -0.491], [1.162, 0.100, -0.304], [-1.068, 2.628, -1.956], [0.441, 1.431, 0.300], [-0.521, 0.265, -0.830], [0.092, -1.753, 0.512], [4.820, -0.457, 1.079], [0.169, 0.683, -0.061], [-5.003, -0.167, -1.052], [-0.467, 1.465, -0.096], [0.632, -2.352, -0.141], [-0.391, 0.882, -0.122], [-5.343, 2.445, -0.711], [1.201, -6.926, -0.700], [4.094, 4.301, 1.062], [3.269, -1.340, 5.272], [-4.012, 1.488, -6.034], [0.839, -0.150, 0.720], [3.330, 3.832, 1.795], [-3.428, -1.093, -0.204], [-0.130, -2.776, -1.623], [-2.485, -0.440, -2.496], [0.528, 0.205, -0.411], [1.622, 0.637, -1.380], [-2.220, -1.168, 2.904], [2.776, 1.920, -2.173], [-1.467, -0.601, -0.922], [-2.272, 3.016, -3.696], [1.727, -0.466, 0.085], [-0.022, -2.177, 0.758]], "gap_ev": 8.970, "charge": -2, "energy_ha": -2781.69009}


Q: What is the formula in the third record?
A: C8H32B2O32